(1)
{"formula": "C11H18ClF3O7S", "method": "ωB97M-V/def2-TZVPD", "homo_lumo_gap_ev": 10.8, "largest_force_ev_per_a": 0.42, "species": ["C", "O", "C", "C", "O", "S", "O", "O", "O", "C", "C", "C", "C", "Cl", "H", "H", "H", "H", "H", "H", "H", "H", "H", "H", "H", "H", "H", "C", "C", "O", "C", "O", "C", "F", "F", "F", "H", "H", "H", "H", "H"], "xyz": [[-0.6180, -4.1762, -0.8066], [-1.9796, -4.4645, -0.5632], [-2.6919, -3.4536, 0.0914], [-2.9415, -2.1768, -0.7075], [-4.2426, -2.3058, -1.3521], [-4.8052, -0.8593, -1.6111], [-4.0901, -0.2465, -2.6769], [-6.2134, -0.9010, -1.5992], [-4.2927, -0.2482, -0.2392], [-3.0985, -0.9271, 0.2040], [-1.9456, 0.0776, 0.2447], [-0.5102, -0.4742, 0.2015], [0.2923, -0.0331, -1.0136], [-0.1581, -0.8652, -2.5382], [-0.1559, -5.1014, -1.1444], [-0.4869, -3.4068, -1.5704], [-0.1186, -3.8492, 0.1164], [-3.6784, -3.8727, 0.3048], [-2.2139, -3.2044, 1.0523], [-2.2097, -2.0222, -1.4996], [-3.3416, -1.2687, 1.2140], [-2.1009, 0.7779, -0.5807], [-2.0785, 0.6522, 1.1633], [0.0559, -0.0886, 1.0511], [-0.4908, -1.5613, 0.2984], [1.3565, -0.2030, -0.8720], [0.1383, 1.0282, -1.2022], [3.7555, 5.1663, 0.8264], [4.5339, 4.0139, 0.2375], [4.4397, 2.8357, 1.0824], [3.3452, 2.1145, 0.9535], [2.4207, 2.3009, 0.2164], [3.4037, 0.8824, 1.8926], [3.7947, 1.2056, 3.1252], [4.2567, -0.0246, 1.3968], [2.1928, 0.3237, 1.9623], [4.0994, 5.3839, 1.8374], [3.9071, 6.0537, 0.2119], [2.6892, 4.9468, 0.8532], [5.6000, 4.2210, 0.1977], [4.1811, 3.7503, -0.7585]], "mulliken_charge": [-0.5086, -0.4258, -1.0006, 0.9492, -0.4478, 1.1764, -0.5553, -0.5882, -0.4077, 0.0353, -0.9739, 0.1603, -0.6686, -0.2053, 0.2906, 0.1764, 0.2655, 0.4237, 0.4382, 0.0156, 0.3398, 0.3682, 0.2422, 0.3038, -0.0683, 0.2903, 0.3880, -1.0796, -0.2277, -0.3426, 0.3759, -0.4908, 0.8843, -0.2551, -0.2690, -0.2317, 0.3075, 0.3657, 0.3124, 0.3203, 0.3171]}

(2)
{"formula": "C5H7FIN2", "method": "ωB97M-V/def2-TZVPD", "e_above_lowest_kcal_mol": 3.6, "total_charge": 1, "homo_lumo_gap_ev": 9.2, "largest_force_ev_per_a": 0.96, "species": ["C", "C", "C", "C", "C", "N", "N", "F", "I", "H", "H", "H", "H", "H", "H", "H"], "xyz": [[-0.9500, 0.6497, 1.3901], [-1.4824, -0.6377, 1.1840], [0.2848, 0.9672, 0.8957], [-0.7380, -1.5493, 0.4958], [0.9919, 0.0454, 0.0817], [0.4671, -1.1892, 0.0166], [0.4242, 0.8404, -1.8074], [1.1707, -2.1517, -0.6456], [3.0778, 0.2486, -0.1931], [-1.5013, 1.3693, 1.9741], [-2.4422, -0.9131, 1.5847], [0.7327, 1.9321, 1.0762], [-1.0312, -2.5754, 0.3308], [1.0767, 0.5735, -2.5396], [0.4219, 1.8539, -1.7535], [-0.5027, 0.5360, -2.0904]], "mulliken_charge": [-0.2024, -0.6817, -0.5732, -0.1930, 0.2234, 0.2839, -0.6596, -0.1735, 0.3188, 0.4407, 0.4222, 0.4637, 0.4507, 0.3076, 0.2930, 0.2794]}

(3)
{"formula": "C3H2OS", "method": "ωB97M-V/def2-TZVPD", "e_above_lowest_kcal_mol": 49.9, "homo_lumo_gap_ev": 9.2, "largest_force_ev_per_a": 5.60, "species": ["C", "C", "C", "O", "S", "H", "H"], "xyz": [[-1.9473, -0.3965, -0.0823], [-0.8332, 0.1678, -0.3396], [0.5679, 0.5971, -0.3290], [1.1661, 1.6556, -0.0955], [1.4656, -0.9654, -0.2122], [-3.0365, -0.6512, 0.3080], [2.6176, -0.4074, 0.7506]], "mulliken_charge": [-0.0124, -0.2818, 0.4988, -0.4653, -0.2546, 0.3264, 0.1891]}

(4)
{"formula": "C4H14N2O", "method": "ωB97M-V/def2-TZVPD", "e_above_lowest_kcal_mol": 55.7, "homo_lumo_gap_ev": 9.0, "largest_force_ev_per_a": 3.13, "species": ["C", "N", "C", "C", "N", "C", "H", "H", "H", "H", "H", "H", "H", "H", "H", "H", "H", "H", "O", "H", "H"], "xyz": [[1.0342, 2.3116, 0.7580], [1.0789, 1.1699, -0.1134], [0.6643, -0.0076, 0.6708], [-0.0598, -1.0849, -0.1667], [0.5296, -0.9573, -1.5486], [1.8985, -1.3864, -1.6773], [1.3422, 3.2172, 0.2220], [1.6030, 2.0001, 1.6882], [0.0693, 2.5595, 1.2521], [0.6508, 1.0836, -1.0248], [1.4945, -0.4643, 1.2143], [-0.1160, 0.2831, 1.4273], [0.1105, -2.1293, 0.1681], [-1.0918, -0.8819, -0.4127], [-0.0234, -1.5262, -2.1854], [2.0525, -1.7031, -2.7175], [2.7321, -0.7284, -1.3861], [2.0959, -2.3832, -1.2376], [-5.5418, 0.4899, 1.9141], [-5.7572, 0.1734, 1.0296], [-4.7664, -0.0356, 2.1255]], "mulliken_charge": [-0.8471, -0.2013, -0.6233, -0.5479, -0.4297, -0.9263, 0.3110, 0.2643, 0.2966, 0.2418, 0.2741, 0.3197, 0.3366, 0.3456, 0.2586, 0.3793, 0.2428, 0.3055, -0.6333, 0.3182, 0.3150]}

(5)
{"formula": "C12H15BBrO8", "method": "ωB97M-V/def2-TZVPD", "e_above_lowest_kcal_mol": 0.0, "total_charge": -1, "homo_lumo_gap_ev": 7.8, "largest_force_ev_per_a": 0.89, "species": ["C", "C", "C", "C", "O", "O", "C", "C", "C", "O", "Br", "B", "O", "O", "C", "O", "O", "H", "H", "H", "H", "H", "H", "H", "C", "C", "C", "O", "C", "H", "H", "H", "H", "H", "H", "H", "H"], "xyz": [[2.0829, -2.0070, -1.2607], [2.0608, -0.8240, -1.4407], [1.9724, 0.5856, -1.8139], [0.6641, 1.1833, -1.3098], [0.6244, 1.6764, -0.2142], [-0.3980, 1.1956, -2.1437], [-1.2549, 0.0267, -2.1939], [-1.7370, -0.4259, -0.7948], [-2.6541, 0.5955, -0.1725], [-2.4334, 1.7087, 0.1196], [-4.5281, -0.1022, 0.1205], [-2.5159, 0.4327, -3.0940], [-2.7507, 1.7254, -3.4316], [-3.3851, -0.5491, -3.5502], [-0.6065, -1.1913, -2.9556], [0.0430, -0.8634, -3.9614], [-0.8699, -2.3201, -2.5008], [2.0357, -3.0644, -1.1674], [2.1066, 0.7080, -2.8869], [2.7597, 1.1324, -1.2890], [-2.2849, -1.3485, -0.9482], [-0.9113, -0.6349, -0.1097], [-3.5618, 1.7856, -3.9500], [-3.6240, -1.1483, -2.8332], [1.3503, 0.1680, 4.4337], [2.1922, 0.9264, 3.4104], [2.1512, -0.0162, 2.2154], [0.8910, -0.6879, 2.2812], [0.2780, -0.4498, 3.5439], [0.9341, 0.7996, 5.2185], [1.9482, -0.6156, 4.9063], [1.7096, 1.8728, 3.1567], [3.2076, 1.1387, 3.7450], [2.9494, -0.7659, 2.2691], [2.2274, 0.5054, 1.2632], [-0.5626, 0.2396, 3.4030], [-0.1103, -1.3921, 3.9353]], "mulliken_charge": [-0.1018, -0.3296, -0.7512, 0.5486, -0.5166, -0.4533, 0.5704, -0.6998, 0.3468, -0.4148, -0.3047, 0.6995, -0.6400, -0.6237, 0.3998, -0.7531, -0.7450, 0.3892, 0.3671, 0.4438, 0.8389, 0.1498, 0.2838, 0.3248, -0.5668, -0.6654, 0.0367, -0.3078, -0.4630, 0.3493, 0.2507, 0.2704, 0.3820, 0.2449, -0.1135, 0.2690, 0.2844]}

(6)
{"formula": "C31H55As3ClN2O11SSeTi", "method": "ωB97M-V/def2-TZVPD", "e_above_lowest_kcal_mol": 8.4, "total_charge": -1, "homo_lumo_gap_ev": 7.5, "largest_force_ev_per_a": 0.67, "species": ["Ti", "Cl", "C", "C", "C", "C", "O", "C", "C", "O", "C", "H", "H", "H", "H", "C", "As", "C", "C", "C", "C", "C", "As", "C", "C", "C", "As", "C", "C", "H", "H", "H", "H", "H", "H", "H", "H", "H", "H", "H", "H", "H", "H", "H", "H", "H", "H", "H", "H", "H", "H", "H", "H", "H", "H", "H", "O", "Se", "O", "O", "O", "C", "S", "C", "O", "H", "H", "H", "H", "H", "H", "C", "C", "C", "C", "C", "C", "O", "N", "C", "O", "N", "C", "O", "H", "H", "H", "H", "H", "H", "H", "H", "H", "H", "H", "C", "C", "C", "O", "H", "H", "H", "H", "H", "H", "H"], "xyz": [[-0.5133, 0.8515, 0.0350], [4.6383, 0.3260, 5.7879], [3.9576, -0.1244, 4.2437], [4.8438, -0.6103, 3.2305], [4.3762, -0.9822, 2.0225], [2.9535, -0.9388, 1.6858], [2.5477, -1.3715, 0.6066], [2.0889, -0.3693, 2.7247], [0.7511, -0.0829, 2.5487], [0.0449, -0.2736, 1.4919], [2.6411, 0.0006, 3.9990], [5.9016, -0.6672, 3.4561], [5.0404, -1.3497, 1.2511], [0.2216, 0.3873, 3.3823], [1.9763, 0.4037, 4.7535], [2.0161, -3.7759, -1.1498], [0.3871, -2.6748, -1.2350], [-0.6989, -4.0073, -0.2885], [-0.2791, -3.1887, -3.0370], [0.2832, -2.4113, -4.2428], [1.7965, -2.6007, -4.3184], [-0.0776, -0.9138, -4.2120], [0.4038, 0.3309, -2.7342], [2.3545, 0.2625, -2.7173], [0.2105, 1.9345, -3.8445], [-0.3950, -3.0314, -5.4879], [0.0478, -2.6963, -7.3953], [1.6999, -3.7501, -7.5633], [0.8883, -0.9214, -7.5069], [1.8986, -4.6957, -1.7255], [2.1759, -4.0143, -0.0992], [2.8866, -3.2235, -1.4935], [-0.5396, -4.9963, -0.7229], [-1.7560, -3.7611, -0.3239], [-0.3906, -4.0189, 0.7569], [-1.3657, -3.0574, -2.9951], [-0.0958, -4.2591, -3.1805], [2.2835, -2.2337, -3.4193], [2.2201, -2.0624, -5.1666], [2.0446, -3.6595, -4.4248], [-1.1634, -0.8042, -4.3095], [0.3583, -0.4379, -5.0894], [2.7540, 0.0215, -3.7021], [2.6851, -0.4614, -1.9721], [2.7144, 1.2457, -2.4172], [0.7620, 1.8205, -4.7795], [0.5887, 2.8058, -3.3115], [-0.8450, 2.0964, -4.0648], [-1.4697, -2.8378, -5.4203], [-0.2918, -4.1215, -5.4342], [1.4928, -4.7810, -7.2758], [2.5139, -3.3666, -6.9525], [2.0047, -3.7443, -8.6099], [0.1532, -0.1411, -7.3170], [1.2382, -0.8131, -8.5344], [1.7353, -0.7959, -6.8349], [0.1760, 3.9720, 0.4630], [1.5703, 3.2111, -0.4203], [2.7919, 3.6841, 0.5027], [1.2768, 1.5511, -0.0104], [-0.5326, 4.8987, -2.3936], [-1.7194, -2.4854, 3.9181], [-2.4175, -2.2380, 2.2773], [-3.2313, -0.6877, 2.6484], [-3.4955, -3.2648, 2.1289], [-2.5320, -2.5165, 4.6434], [-1.0256, -1.6761, 4.1425], [-1.1903, -3.4364, 3.9053], [-3.9418, -0.8496, 3.4594], [-3.7514, -0.3894, 1.7416], [-2.4908, 0.0691, 2.9118], [-4.1542, 2.6987, 1.1428], [-3.5969, 3.7293, 0.1670], [-2.1891, 4.3581, 0.3829], [-2.1224, 5.5242, -0.6400], [-0.8375, 5.8528, -1.3819], [-2.1371, 4.8900, 1.8162], [-2.5296, 5.9919, 2.1407], [-1.7009, 3.9975, 2.7656], [-1.3841, 2.6370, 2.5747], [-1.3465, 1.9080, 3.5605], [-1.2021, 2.2768, 1.3009], [-1.0787, 3.3001, 0.2876], [-1.0597, 2.5530, -0.8760], [-5.1997, 2.5069, 0.8903], [-4.1319, 3.0476, 2.1768], [-3.6147, 1.7562, 1.0877], [-4.2864, 4.5769, 0.1290], [-3.5720, 3.2977, -0.8361], [-2.4597, 6.4137, -0.1033], [-2.8662, 5.3251, -1.4163], [0.0022, 5.9829, -0.6966], [-0.9906, 6.7999, -1.9052], [-0.7551, 4.0160, -2.0534], [-1.7895, 4.2872, 3.7279], [-3.3648, 0.6632, -2.2556], [-2.7762, -0.5494, -1.5486], [-3.8580, -1.4854, -1.0385], [-1.9534, -0.1303, -0.4886], [-3.9539, 0.3545, -3.1224], [-2.5723, 1.3396, -2.5779], [-4.0154, 1.2084, -1.5688], [-2.1454, -1.0983, -2.2613], [-4.5384, -0.9562, -0.3686], [-3.4303, -2.3186, -0.4846], [-4.4409, -1.8829, -1.8718]], "mulliken_charge": [-1.5517, -0.2716, 0.1660, -0.4632, -0.8487, -0.0715, -0.0430, 0.9231, -0.5821, 0.2504, -1.1471, 0.3812, 0.4287, 0.3134, 0.4939, -1.5144, 1.2218, -1.5043, -2.4073, 3.6214, -1.5511, -1.5760, 0.7940, -1.0562, -1.6389, -2.2573, 0.2912, -1.1407, -1.0943, 0.4337, 0.4548, 0.2971, 0.5158, 0.2687, 0.3294, 0.4338, 0.7480, -0.1785, 0.1275, 0.4796, 0.4526, 0.2319, 0.4126, -0.0244, 0.5307, 0.5553, 0.3578, 0.3830, 0.5021, 0.6181, 0.3266, 0.3116, 0.3887, 0.2818, 0.4261, 0.2575, -0.8466, 0.8504, -0.8035, -0.3039, -0.6294, -1.2147, 0.9515, -0.7615, -0.7682, 0.4151, 0.2751, 0.3742, 0.7300, -0.3355, 0.1651, -1.3542, -1.4482, 2.3709, -1.5103, -0.9012, -0.3631, -0.7066, 0.1607, -0.3528, -0.7989, 1.4991, 1.4132, 0.8874, 0.5326, 0.3789, -0.0163, 0.3891, 0.5361, 0.4741, 0.4079, 0.2202, 0.5148, -0.0405, 0.3552, -1.2785, 2.3539, -1.4545, 0.6087, 0.5214, -0.0156, 0.2997, -1.7581, 0.3271, 0.1709, 0.3915]}

(7)
{"formula": "C10H16O", "method": "ωB97M-V/def2-TZVPD", "e_above_lowest_kcal_mol": 86.7, "homo_lumo_gap_ev": 9.0, "largest_force_ev_per_a": 4.96, "species": ["C", "C", "C", "C", "C", "O", "C", "C", "H", "H", "H", "H", "H", "H", "H", "H", "C", "C", "C", "H", "H", "H", "H", "H", "H", "H", "H"], "xyz": [[3.4611, -0.1536, -0.5471], [2.1935, -0.1261, 0.1960], [2.2546, -0.8208, 1.4579], [1.2305, -0.8256, 2.3448], [0.2437, 0.1243, 2.0649], [-0.6617, 0.2354, 3.1007], [0.0582, 0.8459, 0.9478], [1.0981, 0.7151, -0.0202], [4.3683, 0.0063, 0.1016], [3.5720, 0.6290, -1.4497], [3.8032, -1.2074, -0.8291], [3.0532, -1.4750, 1.5396], [1.2876, -1.2852, 3.3054], [-1.4974, 0.9286, 2.8071], [-0.8839, 1.4148, 0.5994], [0.9013, 1.1976, -0.9082], [-2.7566, -0.6637, -1.5849], [-2.5320, -0.4196, -2.9966], [-3.0828, 0.9359, -3.3501], [-1.8885, -0.2770, -0.9193], [-2.6773, -1.8354, -1.5739], [-3.6585, -0.1252, -1.1692], [-1.5520, -0.5813, -3.4097], [-2.9471, -1.1118, -3.7656], [-2.3001, 1.6207, -3.7561], [-3.8034, 1.0842, -4.1039], [-3.4931, 1.4630, -2.3489]], "mulliken_charge": [-1.2594, 0.6028, -0.5473, -0.8419, 1.2348, -0.6154, -0.6727, -0.5694, 0.3263, 0.2713, 0.3138, 0.4359, 0.3933, 0.3380, 0.1544, 0.4332, -0.8939, -0.2339, -1.0166, 0.0488, 0.2610, 0.3362, 0.4178, 0.2911, 0.2360, 0.3448, 0.2110]}

(8)
{"formula": "C4H7ClO", "method": "ωB97M-V/def2-TZVPD", "e_above_lowest_kcal_mol": 27.7, "homo_lumo_gap_ev": 10.7, "largest_force_ev_per_a": 5.49, "species": ["C", "C", "C", "Cl", "C", "O", "H", "H", "H", "H", "H", "H", "H"], "xyz": [[1.2445, -0.6308, 0.6557], [0.4845, 0.7098, 0.4755], [-0.8548, 0.4179, -0.1172], [-1.9517, 1.8535, -0.3425], [-0.9942, -0.4220, -1.2325], [-0.0684, -0.6088, -1.9346], [0.7132, -1.2988, 1.3865], [2.2369, -0.5076, 1.0152], [1.3845, -1.2329, -0.2162], [0.2424, 1.3609, 1.3389], [1.0357, 1.4518, -0.1449], [-1.4529, -0.2505, 0.6420], [-2.0196, -0.8426, -1.5259]], "mulliken_charge": [-1.1526, -0.4500, 0.2263, -0.1966, -0.1685, -0.4361, 0.2804, 0.3532, 0.3547, 0.3304, 0.2822, 0.2249, 0.3517]}